Entry 1:
The following is a DFT calculation (ωB97M-V with the def2-TZVPD basis set) of a structure of composition C19H56AlINO15 at a distorted geometry.

Each line ends with the Mulliken charge.
Geometry (Å):
N (0.491, -1.504, 3.789)  -0.5473
C (0.353, -0.622, 3.035)  0.5408
O (0.098, 0.369, 2.304)  -0.4631
Al (-0.339, -0.141, 0.534)  -0.1915
I (0.966, -2.300, -0.044)  -0.3148
C (-2.335, -0.556, 0.472)  -0.2658
C (-2.588, -1.623, -0.514)  -0.1980
O (-2.640, -2.793, -0.212)  -0.5347
C (0.121, 1.266, -0.805)  -1.0292
C (-0.860, 1.303, -2.001)  0.1468
C (-0.151, 1.361, -3.362)  -0.4712
C (-0.585, 0.304, -4.358)  -0.5780
O (0.561, -0.564, -4.671)  -0.3191
C (0.373, -1.072, -5.900)  0.2480
O (-0.344, -2.017, -6.108)  -0.5844
H (-2.648, -0.948, 1.432)  0.5162
H (-2.884, 0.359, 0.260)  0.2034
H (-2.742, -1.299, -1.560)  0.1590
H (0.072, 2.217, -0.297)  0.5879
H (1.150, 1.158, -1.134)  0.3876
H (-1.584, 0.499, -1.948)  -0.2724
H (-1.435, 2.205, -1.865)  0.0050
H (0.911, 1.245, -3.209)  0.5916
H (-0.274, 2.350, -3.785)  -0.0116
H (-1.403, -0.317, -4.016)  0.5427
H (-0.889, 0.769, -5.296)  0.3786
H (0.881, -0.589, -6.742)  0.3482
C (-1.607, -1.718, -9.529)  -0.6069
O (-2.073, -1.532, -8.199)  -0.4500
H (-2.242, -1.137, -10.195)  0.2406
H (-0.574, -1.371, -9.630)  0.2479
H (-1.663, -2.772, -9.818)  0.2843
H (-1.500, -2.052, -7.612)  0.3445
C (0.881, 4.012, 2.754)  -0.6120
O (0.712, 3.093, 1.686)  -0.4103
H (1.238, 4.953, 2.340)  0.2121
H (-0.069, 4.186, 3.270)  0.2788
H (1.620, 3.629, 3.466)  0.2219
H (0.399, 2.261, 2.064)  0.4118
C (1.568, 3.113, -6.294)  -0.4973
O (2.221, 2.167, -5.460)  -0.4992
H (2.245, 3.949, -6.447)  0.2530
H (1.322, 2.674, -7.267)  0.2309
H (0.651, 3.481, -5.822)  0.2140
H (1.614, 1.432, -5.326)  0.2699
C (1.533, -3.603, 7.193)  -0.4899
O (2.409, -3.475, 6.081)  -0.5032
H (1.892, -4.417, 7.820)  0.1390
H (1.523, -2.677, 7.779)  0.2503
H (0.522, -3.833, 6.855)  0.2951
H (2.073, -2.755, 5.536)  0.2835
C (4.766, 4.530, 3.290)  -0.5486
O (4.444, 4.653, 4.677)  -0.4448
H (4.117, 5.198, 2.731)  0.1944
H (5.807, 4.813, 3.115)  0.3030
H (4.599, 3.505, 2.953)  0.2607
H (5.019, 4.059, 5.164)  0.2585
C (-2.149, -5.968, 0.961)  -0.4445
O (-1.192, -5.946, -0.087)  -0.5122
H (-1.980, -6.869, 1.549)  0.2526
H (-2.036, -5.093, 1.605)  0.1881
H (-3.167, -5.991, 0.560)  0.2116
H (-1.348, -5.141, -0.593)  0.3038
C (-4.549, 3.354, -2.346)  -0.6670
O (-3.925, 2.401, -1.495)  -0.3669
H (-3.866, 4.192, -2.465)  0.2244
H (-4.755, 2.922, -3.330)  0.2808
H (-5.483, 3.717, -1.907)  0.2802
H (-4.529, 1.662, -1.393)  0.2594
C (-5.426, -2.722, -6.465)  -0.5030
O (-5.186, -2.406, -7.831)  -0.5054
H (-6.503, -2.756, -6.314)  0.2324
H (-5.001, -3.696, -6.210)  0.2481
H (-5.000, -1.958, -5.809)  0.2024
H (-4.232, -2.377, -7.954)  0.3235
C (0.095, -5.084, 10.033)  -0.5795
O (-0.793, -5.205, 8.924)  -0.4755
H (0.554, -4.100, 9.999)  0.2176
H (-0.461, -5.192, 10.969)  0.2976
H (0.875, -5.848, 9.977)  0.2754
H (-1.185, -6.079, 8.972)  0.2823
C (4.605, -3.033, 2.454)  -0.5771
O (3.950, -1.902, 1.898)  -0.4314
H (5.272, -3.437, 1.695)  0.2367
H (5.194, -2.753, 3.333)  0.2418
H (3.879, -3.801, 2.734)  0.2595
H (3.354, -1.554, 2.567)  0.2563
C (3.180, 8.232, 5.735)  -0.5024
O (3.131, 7.038, 6.502)  -0.4959
H (2.894, 9.058, 6.383)  0.2304
H (4.192, 8.411, 5.358)  0.2325
H (2.482, 8.184, 4.894)  0.2231
H (3.385, 6.314, 5.922)  0.2939

Calculated values
E_LUMO: 2.099 eV
Kohn-Sham gap: 7.75 eV
total charge: -1

Entry 2:
The following is a DFT calculation (ωB97M-V with the def2-TZVPD basis set) of a cluster of 2 separate species, C5H16NS in total.

Each line ends with the Mulliken charge.
Geometry (Å):
C (3.010, 2.549, 0.559)  -1.1273
C (2.238, 1.329, 0.114)  -0.3182
N (0.753, 1.544, 0.294)  -0.1855
H (4.074, 2.345, 0.651)  0.3435
H (2.944, 3.362, -0.165)  0.3450
H (2.645, 2.881, 1.533)  0.3501
H (2.370, 1.105, -0.943)  0.3619
H (2.504, 0.449, 0.695)  0.3109
H (0.568, 1.975, 1.205)  0.3925
H (0.195, 0.631, 0.249)  -0.0828
H (0.388, 2.196, -0.408)  0.3759
C (-1.615, -1.175, -2.349)  -1.2212
C (-1.128, -1.765, -1.033)  -0.2426
S (-1.523, -0.643, 0.335)  -0.1431
C (-0.626, -1.486, 1.666)  -0.8219
H (-1.423, -1.861, -3.171)  0.3607
H (-1.117, -0.227, -2.564)  0.2975
H (-2.684, -0.962, -2.358)  0.3432
H (-0.058, -1.977, -1.088)  0.3329
H (-1.614, -2.722, -0.841)  0.3724
H (-1.042, -2.486, 1.799)  0.3266
H (0.423, -1.597, 1.390)  0.2882
H (-0.734, -1.012, 2.639)  0.3413

Calculated values
E_LUMO: -3.147 eV
energy relative to the best compared isomer or geometry (same formula, charge and spin): 6.5 kcal/mol
Kohn-Sham gap: 9.61 eV
total charge: +1

Entry 3:
The following is a DFT calculation (ωB97M-V with the def2-TZVPD basis set) of the molecule C5H8N2.

Each line ends with the Mulliken charge.
Geometry (Å):
C (-1.905, 0.118, 0.472)  -0.9458
C (-1.044, -0.295, -0.719)  -0.5764
N (0.363, -0.083, -0.433)  0.1148
C (1.188, -0.905, 0.297)  -0.1439
C (2.314, -0.168, 0.545)  -0.4731
N (2.195, 1.093, 0.012)  -0.6307
C (1.012, 1.106, -0.552)  -0.0359
H (-2.957, 0.293, 0.219)  0.3409
H (-1.846, -0.669, 1.226)  0.2864
H (-1.490, 1.030, 0.912)  0.3106
H (-1.282, 0.269, -1.624)  0.3587
H (-1.185, -1.355, -0.944)  0.2996
H (0.880, -1.904, 0.572)  0.3699
H (3.215, -0.480, 1.058)  0.3758
H (0.541, 1.950, -1.042)  0.3491

Calculated values
E_LUMO: 0.930 eV
energy relative to the best compared isomer or geometry (same formula, charge and spin): 4.4 kcal/mol
Kohn-Sham gap: 9.68 eV

Entry 4:
The following is a DFT calculation (ωB97M-V with the def2-TZVPD basis set) of a structure of composition C16H39AgF3N3O5 at a distorted geometry.

Each line ends with the Mulliken charge.
Geometry (Å):
Ag (0.322, -0.531, 0.686)  0.7944
C (-1.120, -0.289, 3.489)  -0.2678
O (-1.712, -0.752, 2.247)  0.2094
O (0.195, -0.275, 3.275)  -0.8818
C (-1.711, 1.086, 3.848)  0.6574
F (-1.445, 2.070, 2.935)  -0.3538
F (-3.078, 1.038, 3.942)  -0.3043
F (-1.265, 1.508, 5.046)  -0.2892
C (-2.960, -1.448, 2.246)  -0.4384
C (-3.312, -1.738, 0.804)  -0.9362
H (-2.700, -2.538, 0.381)  0.1934
H (-4.356, -2.039, 0.722)  0.4253
H (-3.094, -0.858, 0.199)  0.0187
H (-3.695, -0.780, 2.699)  0.4018
H (-2.921, -2.382, 2.818)  0.2998
H (-1.497, -0.943, 4.293)  0.2801
C (4.675, -2.598, 1.213)  -1.5920
C (3.258, -2.368, 0.647)  0.4268
C (2.288, -3.073, 1.590)  -0.9758
O (0.950, -2.898, 1.159)  0.0416
C (0.067, -3.771, 1.837)  -0.7841
N (2.942, -0.947, 0.473)  -0.5544
H (5.435, -2.392, 0.457)  0.3960
H (4.814, -3.599, 1.619)  0.4070
H (4.889, -1.896, 2.024)  0.3899
H (3.192, -2.796, -0.358)  0.2366
H (2.366, -2.619, 2.586)  0.4001
H (2.595, -4.121, 1.628)  0.4020
H (0.289, -4.812, 1.587)  0.3577
H (-0.926, -3.520, 1.459)  0.0043
H (-0.001, -3.605, 2.915)  0.3190
H (3.110, -0.482, 1.370)  0.2872
H (3.648, -0.474, -0.089)  0.2525
C (-2.165, 2.080, -0.467)  -1.0063
C (-0.719, 2.595, -0.515)  0.7449
C (-0.637, 4.104, -0.362)  -1.0183
O (0.741, 4.476, -0.266)  -0.3251
C (0.916, 5.865, -0.220)  -0.7846
N (0.079, 1.850, 0.491)  -0.1706
H (-2.709, 2.697, -1.192)  0.5239
H (-2.648, 2.184, 0.501)  0.2728
H (-2.187, 1.046, -0.802)  -0.3295
H (-0.315, 2.387, -1.511)  0.2225
H (-1.158, 4.484, 0.526)  0.4254
H (-1.028, 4.623, -1.246)  0.4100
H (0.907, 6.314, -1.220)  0.2848
H (1.928, 6.036, 0.157)  0.2542
H (0.228, 6.402, 0.439)  0.3173
H (0.921, 2.422, 0.585)  0.1546
H (-0.406, 1.948, 1.376)  0.2530
C (1.753, -0.825, -3.358)  -1.6471
C (0.516, -0.550, -2.490)  1.2573
C (-0.743, -0.365, -3.348)  -0.6465
O (-0.467, 0.607, -4.318)  -0.3523
C (-1.647, 0.976, -5.021)  -0.7570
N (0.235, -1.637, -1.542)  -0.3588
H (1.512, -1.490, -4.188)  0.3313
H (2.516, -1.289, -2.732)  0.4516
H (2.125, 0.133, -3.721)  0.3694
H (0.667, 0.405, -1.986)  -0.5007
H (-1.572, -0.081, -2.685)  0.1953
H (-1.051, -1.325, -3.791)  0.5675
H (-1.382, 1.733, -5.756)  0.2768
H (-2.330, 1.438, -4.302)  0.2622
H (-2.100, 0.114, -5.513)  0.3168
H (-0.137, -2.458, -2.024)  0.3217
H (1.116, -2.055, -1.244)  -0.1398

Calculated values
E_LUMO: 0.584 eV
energy relative to the best compared isomer or geometry (same formula, charge and spin): 0.0 kcal/mol
Kohn-Sham gap: 7.94 eV